No. 1
111
Properties=species:S:1:pos:R:3:forces:R:3:lowdin_charge:R:1 method="wB97M-V/def2-TZVPD" e_homo_ha="-0.176 / -0.176" charge=0 lumo_energy_ev="-0.61 / -0.61"
Cd -0.687700 0.249900 -0.503100 -0.34 0.12 -0.13 1.263
C -1.699800 3.204700 2.491200 -0.01 -0.09 -0.25 -0.053
C -1.530900 2.476400 1.185300 -0.77 0.83 0.17 -0.340
N -0.544800 1.512900 1.174900 0.45 -0.70 -0.67 -0.155
N 0.142000 1.401800 2.280800 0.59 -0.24 0.99 0.030
C 0.779100 0.387000 2.733900 -0.77 -0.17 -1.90 -0.308
O 0.735700 -0.868600 2.062800 -0.19 1.58 0.92 -0.215
C 1.401000 0.509300 4.022200 0.41 -0.08 1.18 -0.178
C 1.818300 1.770000 4.480200 -0.09 -0.29 -0.28 -0.023
C 2.340800 1.914300 5.746100 0.05 0.01 0.15 -0.081
C 2.457000 0.821500 6.596400 -0.03 -0.08 -0.04 -0.090
C 2.049100 -0.427700 6.154900 0.13 0.02 0.27 -0.083
C 1.536800 -0.584000 4.883900 -0.16 0.33 -0.46 -0.059
C -2.369800 2.637600 0.095900 0.63 0.08 0.47 -0.296
C -3.564300 3.435300 0.156900 -0.35 0.30 -0.13 -0.041
C -4.383100 3.569900 -0.913900 0.12 0.10 0.42 -0.102
C -4.056300 2.905500 -2.123500 0.26 -0.24 -0.32 -0.105
C -2.920300 2.149900 -2.134200 -0.42 -0.03 -0.51 -0.297
N -2.082600 1.982900 -1.103700 0.35 -0.56 0.51 -0.106
H -2.115400 2.547000 3.256700 -0.07 0.02 0.16 0.081
H -2.318200 4.089900 2.398100 -0.09 0.02 -0.03 0.059
H -0.714400 3.507900 2.843400 -0.07 0.10 0.08 0.063
H 1.725000 2.615900 3.815700 -0.01 0.04 -0.01 0.110
H 2.659600 2.890900 6.079200 0.04 0.09 0.04 0.102
H 2.856200 0.943600 7.591000 0.05 0.02 0.10 0.097
H 2.116900 -1.284700 6.812500 0.04 -0.03 0.02 0.106
H 1.201400 -1.549900 4.548300 -0.05 -0.18 0.04 0.069
H -3.801700 3.942300 1.077500 -0.09 -0.03 0.09 0.091
H -5.276500 4.178000 -0.861900 -0.01 0.02 0.11 0.097
H -4.672000 3.007200 -3.003300 0.04 -0.03 -0.12 0.087
H -2.624100 1.645300 -3.053100 -0.06 0.00 0.00 0.035
C 2.396600 0.025200 -0.551600 -0.02 0.38 0.11 -0.414
Si 1.613600 -2.213000 1.822400 0.34 -1.25 0.43 0.547
C 3.495100 -2.312000 2.345900 -0.33 0.22 -0.09 -0.596
C 3.712400 -3.054100 3.663800 -0.33 -0.03 -0.07 -0.080
C 4.267100 -3.038400 1.242100 -0.34 0.07 -0.06 -0.099
C 4.084000 -0.910000 2.500800 -0.26 0.10 -0.06 -0.070
C 0.447000 -3.675500 2.373100 0.31 0.19 -0.11 -0.601
C 0.099900 -3.727100 3.863100 0.17 0.31 -0.05 -0.091
C 1.078300 -5.019800 2.005700 0.18 0.21 -0.02 -0.090
C -0.872400 -3.496600 1.616300 0.18 0.30 -0.09 -0.117
H 3.470900 -0.044700 -0.361000 -0.10 -0.15 -0.05 -0.005
H 2.273900 0.523800 -1.520400 -0.02 -0.13 0.08 -0.055
H 1.969400 0.670800 0.219200 -0.05 0.06 0.10 -0.024
H 3.342000 -4.073500 3.617600 -0.02 -0.19 0.07 0.064
H 3.226700 -2.541200 4.488500 0.01 0.00 0.16 0.060
H 4.780000 -3.092900 3.876400 0.16 -0.01 0.03 0.091
H 3.942800 -4.072700 1.149300 -0.01 -0.19 -0.11 0.081
H 5.332100 -3.033500 1.472800 0.12 -0.01 0.05 0.092
H 4.117900 -2.539000 0.285200 0.17 -0.04 -0.08 0.038
H 3.582200 -0.355600 3.286600 0.05 0.11 0.09 0.066
H 3.998000 -0.344900 1.581200 0.02 0.20 -0.15 0.057
H 5.140600 -0.970700 2.757700 0.17 -0.12 0.03 0.094
H 0.983000 -3.807400 4.491600 0.13 -0.04 0.12 0.070
H -0.516400 -4.606400 4.051000 -0.09 -0.12 0.00 0.091
H -0.470000 -2.855400 4.174100 -0.09 0.12 0.08 0.081
H 1.837900 -5.307000 2.729500 0.08 -0.06 0.07 0.071
H 1.543400 -4.981400 1.029700 0.07 -0.20 -0.22 0.032
H 0.313900 -5.795500 1.996100 -0.08 -0.14 -0.01 0.092
H -1.391100 -2.601500 1.961000 -0.05 0.06 -0.06 0.080
H -1.523000 -4.352500 1.788900 -0.08 -0.16 0.02 0.092
H -0.699600 -3.407000 0.544600 -0.22 -0.07 -0.08 0.007
C 3.001400 -2.304500 -2.161900 -0.23 0.10 -0.08 -0.318
Te 1.370300 -1.998800 -0.736600 1.02 -0.84 -0.37 1.262
C 1.102000 -4.257400 -1.278200 -0.13 0.14 -0.17 -0.360
H 2.548900 -2.466900 -3.135900 -0.18 -0.09 -0.06 -0.001
H 3.585000 -3.177100 -1.892400 -0.08 -0.15 0.15 0.010
H 3.641400 -1.433800 -2.227400 -0.02 0.19 0.19 0.009
H 1.983000 -4.857300 -1.052300 0.18 0.12 0.11 -0.010
H 1.006800 -4.226400 -2.363500 0.01 0.06 -0.14 -0.022
H 0.231000 -4.791200 -0.906200 -0.14 0.12 0.20 -0.011
C -0.366200 -2.350500 -5.895200 -0.09 0.73 0.44 -0.224
Si -0.267700 -0.442400 -5.668300 0.69 -0.69 -1.06 0.368
C -1.533800 0.342200 -6.887700 0.27 -0.07 0.96 -0.189
C 1.505200 0.008900 -6.260000 -0.70 0.03 0.57 -0.221
As -0.230300 -0.070900 -3.255500 -0.49 0.38 -1.05 0.665
Si 0.306100 2.336800 -3.345100 0.85 1.37 -0.32 0.381
C 2.221500 2.194400 -3.626100 -0.74 -0.41 0.08 -0.240
C -0.391700 3.266700 -4.880300 0.02 -0.73 0.60 -0.213
C 0.178200 3.563900 -1.876400 -0.24 -0.73 -0.29 -0.208
Si -2.415700 -1.094300 -2.814900 -1.34 -1.20 0.08 0.300
C -1.952300 -2.957700 -2.749700 0.28 0.75 -0.18 -0.220
C -3.738700 -0.884000 -4.191200 0.75 0.20 0.32 -0.205
C -3.412400 -0.959300 -1.164400 0.65 0.50 -0.19 -0.242
H 0.001700 -2.679500 -6.862000 0.10 0.20 -0.27 0.029
H -1.383700 -2.715200 -5.797000 -0.19 -0.08 0.06 0.011
H 0.242800 -2.833100 -5.133300 0.06 -0.09 0.09 0.010
H -1.230000 0.177700 -7.917000 0.30 -0.17 -0.11 0.032
H -1.631000 1.411900 -6.744400 0.00 0.23 0.05 0.004
H -2.520900 -0.089400 -6.768900 -0.18 -0.13 0.09 0.006
H 1.717700 -0.402000 -7.241500 -0.16 -0.14 -0.22 0.028
H 2.233000 -0.402000 -5.563500 0.10 -0.06 0.07 0.014
H 1.662700 1.081200 -6.305100 0.05 0.22 0.00 0.009
H 2.509300 1.168200 -3.850700 0.14 -0.04 -0.04 -0.016
H 2.778900 2.511700 -2.747600 -0.08 0.00 0.18 0.021
H 2.547100 2.817600 -4.453400 -0.08 0.14 -0.22 0.026
H -0.079400 2.797200 -5.806900 0.09 -0.12 -0.18 -0.004
H -0.033000 4.291200 -4.891500 0.19 0.17 0.17 0.030
H -1.475800 3.304100 -4.870100 -0.26 -0.01 0.03 0.018
H 0.323000 3.078000 -0.914700 0.02 -0.04 0.15 0.000
H -0.793200 4.042100 -1.844600 -0.23 0.01 0.00 0.025
H 0.924300 4.349500 -1.959700 0.33 -0.02 -0.33 0.033
H -1.383800 -3.264800 -3.618900 0.15 -0.12 -0.13 -0.008
H -2.832500 -3.593200 -2.694600 -0.29 0.11 0.02 0.040
H -1.343000 -3.167200 -1.871900 0.06 0.02 0.10 -0.021
H -3.456700 -1.432100 -5.083700 0.11 -0.11 -0.21 0.004
H -3.881500 0.155600 -4.466800 -0.01 0.22 -0.06 0.017
H -4.700900 -1.265600 -3.863700 -0.08 -0.14 0.25 0.030
H -2.808500 -1.234100 -0.289600 -0.13 -0.01 -0.05 -0.015
H -4.254000 -1.649300 -1.187000 0.00 -0.28 -0.32 0.035
H -3.820200 0.034500 -0.999800 0.02 0.09 0.08 0.008

No. 2
16
Properties=species:S:1:pos:R:3:forces:R:3:lowdin_charge:R:1 method="wB97M-V/def2-TZVPD" e_homo_ha=-0.328 smiles="[H]/N=C/O.C/C=C/O" charge=0 lumo_energy_ev=0.89
C 1.415973 -1.458725 -0.366159 0.06 -0.02 0.03 -0.108
C -0.009725 -1.169477 -0.009632 -0.15 -0.17 0.37 -0.182
C -0.431567 -0.817296 1.201184 0.32 -0.40 -0.21 -0.273
O -1.768737 -0.627827 1.468363 -0.09 0.22 0.09 -0.022
N 0.048933 1.206436 -1.470529 -0.22 0.35 0.05 0.110
C -0.532942 1.995720 -0.672015 -0.04 0.03 -0.23 -0.342
O -0.291504 1.980292 0.649021 0.14 -0.19 -0.09 0.010
H 1.624073 -1.092183 -1.374216 0.00 -0.04 0.15 0.062
H 1.620466 -2.535487 -0.340012 -0.01 0.14 -0.04 0.073
H 2.113800 -0.960667 0.317214 -0.12 -0.14 -0.06 0.077
H -0.763219 -1.256497 -0.790249 0.13 -0.04 0.14 0.114
H 0.247904 -0.723086 2.054070 -0.08 0.01 -0.12 0.131
H 0.184407 1.136935 0.809194 0.03 0.29 -0.06 0.070
H -1.871989 0.249853 1.859858 -0.09 -0.16 0.02 0.092
H -0.307809 1.317732 -2.414622 0.06 0.16 -0.01 0.059
H -1.278064 2.754277 -0.921470 0.06 -0.06 -0.04 0.128